The following is a DFT calculation (wB97M-V/def2-TZVPD) of a cluster of 2 separate species, CHF2NO in total.

Each line ends with the Mulliken charge.
Element x y z (Å)
C -1.639 1.773 1.654  0.646
N 0.863 0.287 0.026  -0.231
O -1.286 0.728 1.287  -0.350
F -1.037 2.541 2.535  -0.147
F -2.719 2.414 1.262  -0.154
H 0.356 -0.478 -0.423  0.236

## Properties
HOMO energy (spin up / spin down)	-10.99 / -10.93	eV
calculated total energy	-10021.4437	eV
charge	0